#w
Below is a molecular structure, C6H15InNO2, with properties calculated with wB97M-V/def2-TZVPD.

Geometry as ORCA input:
```
! wB97M-V def2-TZVPD RIJCOSX def2/J DEFGRID3
* xyz 3 1
In -0.753 0.263 -2.258
C -1.098 3.615 -0.159
O -1.282 2.204 -0.119
C -1.561 1.743 1.190
C -1.307 0.247 1.242
N -0.031 -0.187 0.631
C 0.206 -1.662 0.814
C 1.342 -2.159 -0.080
O 1.186 -1.734 -1.410
C 2.188 -2.269 -2.278
H -0.150 3.858 0.346
H -1.911 4.159 0.349
H -1.104 4.003 -1.177
H -2.621 1.916 1.435
H -1.024 2.306 1.964
H -2.131 -0.256 0.729
H -1.273 -0.065 2.299
H 0.690 0.257 1.229
H -0.731 -2.208 0.684
H 0.471 -1.815 1.869
H 1.369 -3.253 -0.020
H 2.280 -1.750 0.320
H 2.359 -1.565 -3.102
H 1.772 -3.176 -2.754
H 3.114 -2.475 -1.745
*
```

Calculated values
HOMO   -21.68 eV

***

#x
Below is a molecular structure, C6H15InNO2, with properties calculated with wB97M-V/def2-TZVPD.

Geometry as ORCA input:
```
! wB97M-V def2-TZVPD RIJCOSX def2/J DEFGRID3
* xyz 3 1
In 1.448 2.134 1.296
C 3.326 1.194 -1.969
O 2.394 0.592 -1.006
C 2.065 -0.761 -1.328
C 1.123 -1.324 -0.256
N -0.108 -0.516 -0.087
C -1.215 -1.213 0.500
C -2.473 -0.328 0.668
O -2.082 0.718 1.538
C -3.116 1.365 2.216
H 3.769 2.073 -1.518
H 2.778 1.389 -2.896
H 4.073 0.415 -2.143
H 2.979 -1.353 -1.185
H 1.743 -0.793 -2.370
H 1.744 -1.334 0.650
H 0.909 -2.383 -0.446
H -0.368 -0.088 -0.987
H -0.982 -1.691 1.451
H -1.592 -1.951 -0.241
H -3.219 -0.909 1.226
H -2.947 0.006 -0.262
H -3.889 1.729 1.511
H -2.703 2.269 2.671
H -3.656 0.760 2.969
*
```

Calculated values
HOMO   -21.36 eV

***

Computed stability ranking, most favorable first: #x, #w